# 1
Here is a cluster of 2 separate species, C5H15NO in total at a distorted geometry from OMol25. Energies are from ωB97M-V with the def2-TZVPD basis set.

As for the charge: 0. For the calculated total energy, the calculation gives -8964.79481 eV. Its structure (SMILES) is CCN(C)CC.O. The molecular weight is 105.181 g/mol. As for the max |F|: 2.34 eV/A.

Each line ends with the Löwdin charge.
Atoms and positions in Å:
C  -0.024604  0.367043  2.468703  -0.072
C  -0.532096  -0.550635  1.331788  -0.278
N  -0.139417  -0.133211  0.005381  -0.245
C  -0.905946  1.040139  -0.353782  -0.120
C  -0.032059  -1.170822  -1.026518  -0.232
C  -0.330890  -0.777872  -2.473098  -0.093
H  0.498358  1.117221  1.891073  0.046
H  -0.839336  0.763802  3.064800  0.068
H  0.657976  -0.102118  3.176132  0.068
H  -1.625963  -0.646592  1.491876  0.110
H  -0.356827  -1.629493  1.442886  0.110
H  -1.964894  0.929792  -0.644684  0.090
H  -0.507725  1.485656  -1.267534  0.080
H  -0.895987  1.799969  0.424436  0.082
H  -0.615959  -2.043669  -0.718867  0.110
H  1.025619  -1.444931  -1.107590  0.107
H  0.548364  -0.446520  -3.025127  0.076
H  -1.140142  -0.056676  -2.567034  0.057
H  -0.683603  -1.654229  -3.016914  0.072
O  2.905547  1.179604  0.079582  -0.062
H  2.763818  1.396849  1.001519  0.020
H  2.195766  0.576686  -0.177037  0.006

Atoms 1-6, force components in eV/Å:
0.2464 -0.7560 -0.7249
-1.1628 -1.7873 0.9719
-0.4283 1.1078 0.0806
-0.1487 0.7859 -1.2619
0.6426 -0.1060 -0.1085
-0.7461 -0.1743 -0.2274

# 2
Here is a cluster of 9 separate species, C54H135N9 in total at a distorted geometry from OMol25. Energies are from ωB97M-V with the def2-TZVPD basis set.

As for the charge: 0. For the calculated total energy, the calculation gives -71593.01423 eV. Its structure (SMILES) is CCN(CC)CC.CCN(CC)CC.CCN(CC)CC.CCN(CC)CC.CCN(CC)CC.CCN(CC)CC.CCN(CC)CC.CCN(CC)CC.CCN(CC)CC. The molecular weight is 910.737 g/mol. As for the max |F|: 2.50 eV/A.

Each line ends with the Löwdin charge.
Atoms and positions in Å:
C  -6.769788  1.349252  5.998704  -0.092
C  -5.479748  2.077600  6.479895  -0.252
N  -4.323364  1.239877  6.717753  -0.168
C  -3.767822  0.671740  5.446285  -0.222
C  -3.025661  1.776461  4.648488  -0.071
C  -4.622378  0.126395  7.641512  -0.262
C  -5.010299  0.564902  9.043406  -0.087
H  -6.703563  0.717692  5.111825  0.063
H  -7.636094  1.980089  5.794542  0.068
H  -7.135832  0.673531  6.774498  0.056
H  -5.339320  2.808305  5.681679  0.096
H  -5.735267  2.716138  7.325812  0.104
H  -3.128019  -0.149958  5.765706  0.085
H  -4.523737  0.233093  4.789920  0.102
H  -3.585359  2.681370  4.413222  0.059
H  -2.156935  2.110839  5.215767  0.073
H  -2.735135  1.344846  3.689613  0.045
H  -3.796346  -0.579831  7.726618  0.097
H  -5.431546  -0.450253  7.185292  0.100
H  -4.148100  0.890244  9.629283  0.071
H  -5.372827  -0.221133  9.708385  0.071
H  -5.749928  1.363211  9.103476  0.063
C  -4.911890  4.656274  -0.081320  -0.081
C  -5.303508  3.723271  -1.231787  -0.257
N  -4.390180  3.851564  -2.369264  -0.191
C  -4.345688  5.161085  -3.036542  -0.274
C  -2.946704  5.491961  -3.309086  -0.102
C  -4.599080  2.718848  -3.304745  -0.242
C  -3.930500  1.420126  -2.813525  -0.089
H  -5.529973  4.466471  0.797346  0.069
H  -5.037857  5.705621  -0.346213  0.060
H  -3.888129  4.466311  0.241798  0.066
H  -5.240829  2.700259  -0.858972  0.101
H  -6.356494  3.848054  -1.504133  0.113
H  -4.930284  5.072683  -3.956037  0.114
H  -4.838390  5.892091  -2.395340  0.105
H  -2.720898  6.475767  -3.721896  0.076
H  -2.324901  5.475243  -2.410604  0.069
H  -2.495723  4.661026  -3.855231  0.070
H  -4.201670  2.897214  -4.304351  0.110
H  -5.676776  2.584885  -3.437157  0.107
H  -2.870002  1.654482  -2.703846  0.053
H  -3.888550  0.599973  -3.533063  0.062
H  -4.326304  0.953256  -1.912054  0.064
C  -0.186325  -0.224239  -1.576738  -0.058
C  0.728009  0.557057  -0.556195  -0.201
N  0.032212  1.084607  0.658122  -0.167
C  -0.543410  -0.022504  1.451215  -0.208
C  0.606569  -0.746619  2.193208  -0.076
C  -0.870519  2.172162  0.374826  -0.286
C  -0.263040  3.414366  -0.245578  -0.069
H  0.378121  -0.275309  -2.508716  0.055
H  -1.104210  0.315523  -1.811471  0.051
H  -0.448004  -1.235673  -1.266853  0.045
H  1.630355  0.010596  -0.281049  0.078
H  1.131632  1.404172  -1.112122  0.071
H  -1.183440  0.437095  2.205673  0.090
H  -1.170637  -0.730416  0.904870  0.096
H  0.195573  -1.519788  2.846688  0.056
H  1.385196  -1.212502  1.591045  0.046
H  1.087069  -0.110289  2.938390  0.065
H  -1.363387  2.380003  1.329418  0.103
H  -1.781757  1.866198  -0.153545  0.104
H  0.686499  3.702592  0.203419  0.076
H  -0.972316  4.234886  -0.133033  0.068
H  -0.212386  3.170365  -1.306180  0.047
C  1.807763  3.572867  -3.160203  -0.082
C  1.448823  4.055402  -4.564650  -0.259
N  2.256694  5.239854  -4.819751  -0.193
C  2.573723  5.347959  -6.264364  -0.200
C  3.695801  4.252598  -6.630179  -0.060
C  1.440193  6.387247  -4.433339  -0.272
C  2.217298  7.723602  -4.477940  -0.093
H  2.874258  3.448022  -2.979079  0.064
H  1.401501  2.563740  -3.053809  0.060
H  1.359066  4.197455  -2.389076  0.054
H  1.797732  3.268007  -5.233528  0.095
H  0.370767  4.192905  -4.671343  0.114
H  2.953549  6.318308  -6.578922  0.094
H  1.625090  5.210837  -6.790705  0.109
H  4.678101  4.662123  -6.866684  0.062
H  3.556316  3.894561  -7.656232  0.058
H  3.625058  3.321036  -6.072894  0.035
H  0.484575  6.506874  -4.951724  0.113
H  1.233131  6.284481  -3.366640  0.107
H  2.443025  8.108677  -5.474790  0.053
H  1.595386  8.518830  -4.066666  0.069
H  3.207193  7.597389  -4.039845  0.079
C  4.306682  0.426855  -5.070967  -0.094
C  4.363112  -1.053823  -5.375823  -0.233
N  3.373270  -1.861684  -4.564923  -0.167
C  3.626629  -1.778840  -3.143446  -0.276
C  2.515230  -2.467763  -2.406028  -0.112
C  3.472554  -3.232924  -5.106526  -0.245
C  2.727913  -3.360279  -6.453830  -0.075
H  4.197263  0.663386  -4.011801  0.052
H  3.389146  0.889078  -5.440090  0.066
H  5.190897  0.917471  -5.476591  0.078
H  4.199194  -1.164899  -6.446725  0.103
H  5.354564  -1.458042  -5.152433  0.110
H  4.572379  -2.122320  -2.710914  0.123
H  3.523068  -0.761346  -2.763544  0.095
H  1.557274  -2.090201  -2.765794  0.051
H  2.456967  -3.556383  -2.369431  0.069
H  2.492156  -2.195368  -1.347860  0.064
H  2.931388  -3.901782  -4.438191  0.098
H  4.542484  -3.445602  -5.171670  0.111
H  3.215920  -2.896133  -7.309629  0.061
H  1.719296  -2.981978  -6.292264  0.056
H  2.687963  -4.429880  -6.665926  0.068
C  -0.255251  -5.333370  4.421755  -0.093
C  -0.458702  -5.859843  3.025348  -0.252
N  -0.269013  -4.743066  2.072203  -0.170
C  1.092941  -4.154627  2.038944  -0.269
C  2.192665  -5.143559  1.923696  -0.087
C  -0.765494  -5.107217  0.733160  -0.234
C  -0.962935  -3.853631  -0.137983  -0.083
H  -0.758366  -5.899255  5.207309  0.077
H  -0.677487  -4.333444  4.534998  0.068
H  0.777611  -5.214216  4.750949  0.046
H  0.152242  -6.732479  2.782311  0.111
H  -1.505593  -6.159881  2.970158  0.111
H  1.167372  -3.305193  1.361725  0.082
H  1.264128  -3.644077  2.989065  0.075
H  3.179303  -4.681322  1.979381  0.076
H  2.147344  -5.752852  2.828921  0.067
H  2.164540  -5.834230  1.080509  0.075
H  -1.610870  -5.786852  0.827788  0.110
H  0.035595  -5.640888  0.211256  0.101
H  -1.545823  -3.035441  0.283974  0.066
H  -1.420014  -4.124941  -1.091958  0.064
H  0.017642  -3.487961  -0.444852  0.047
C  -0.909725  -2.659662  -4.792404  -0.072
C  -2.315418  -3.246493  -5.025035  -0.263
N  -2.335548  -4.150726  -6.170543  -0.195
C  -3.690957  -4.614719  -6.475788  -0.268
C  -4.673157  -3.526762  -6.959343  -0.086
C  -1.394073  -5.330792  -6.065765  -0.206
C  -1.589368  -6.124558  -4.738696  -0.076
H  -1.161480  -1.742563  -4.254938  0.059
H  -0.539006  -2.208568  -5.714598  0.074
H  -0.109883  -3.255247  -4.357282  0.061
H  -2.716789  -3.827254  -4.187518  0.101
H  -3.065452  -2.467101  -5.153429  0.097
H  -3.565794  -5.364787  -7.256753  0.109
H  -4.163566  -5.041134  -5.585224  0.105
H  -4.346109  -2.962750  -7.832928  0.073
H  -5.648499  -3.972693  -7.151594  0.069
H  -4.775967  -2.791712  -6.160327  0.051
H  -0.346927  -5.033125  -6.126311  0.092
H  -1.576072  -5.875903  -6.991987  0.100
H  -1.420155  -5.352320  -3.986840  0.042
H  -0.796259  -6.863672  -4.630182  0.069
H  -2.580280  -6.522558  -4.525704  0.067
C  4.176630  3.603039  2.857116  -0.087
C  3.926483  2.110487  2.741793  -0.255
N  4.862180  1.466278  1.808706  -0.190
C  5.211625  2.197532  0.603456  -0.236
C  3.993040  2.594043  -0.315795  -0.067
C  4.466327  0.090958  1.519289  -0.250
C  4.504164  -0.806795  2.774328  -0.065
H  5.224149  3.891185  2.780337  0.076
H  3.802089  3.985060  3.807314  0.072
H  3.624273  4.139549  2.084519  0.063
H  4.028935  1.680069  3.739567  0.098
H  2.881167  1.862063  2.529609  0.106
H  5.890581  1.566711  0.028291  0.104
H  5.818256  3.084014  0.791047  0.097
H  4.141918  3.392317  -1.043515  0.061
H  3.147223  2.927756  0.285843  0.050
H  3.724152  1.714106  -0.902126  0.051
H  3.442754  0.176590  1.136452  0.084
H  5.071832  -0.247207  0.678365  0.113
H  4.084521  -1.779528  2.515461  0.062
H  5.568303  -0.878566  3.001021  0.078
H  3.951656  -0.426811  3.631089  0.038
C  -1.030341  -1.880160  7.012047  -0.082
C  0.233058  -1.735290  6.153047  -0.241
N  1.455899  -1.606431  6.965141  -0.169
C  1.653387  -0.258322  7.570047  -0.231
C  2.557791  -0.294243  8.841309  -0.078
C  2.639628  -1.951785  6.220024  -0.268
C  2.753982  -3.383482  5.706597  -0.084
H  -1.814850  -2.184361  6.316620  0.064
H  -1.331555  -0.979809  7.546763  0.055
H  -0.941698  -2.693017  7.732828  0.077
H  0.355440  -2.623742  5.531316  0.078
H  0.118611  -0.999641  5.350118  0.108
H  1.921436  0.553304  6.888295  0.110
H  0.637034  0.002843  7.870637  0.095
H  2.140055  -1.070168  9.480921  0.074
H  3.613029  -0.487796  8.646256  0.056
H  2.587846  0.698139  9.292069  0.066
H  3.488528  -1.809596  6.890714  0.104
H  2.893365  -1.314642  5.365710  0.097
H  3.799094  -3.682232  5.616951  0.076
H  2.219071  -3.617669  4.786808  0.024
H  2.376777  -4.144776  6.393863  0.079

Atoms 1-6, force components in eV/Å:
-0.5630 -0.7285 0.7825
-1.5886 0.2894 -1.2038
0.6358 -0.7898 -0.3878
-0.2596 1.6097 0.5588
0.1981 -0.8397 0.3068
-0.7588 0.1026 -0.0709

# 3
Here is the molecule C3H6S2 at a distorted geometry from OMol25. Energies are from ωB97M-V with the def2-TZVPD basis set.

As for the charge: 0. For the calculated total energy, the calculation gives -24877.19831 eV. Its structure (SMILES) is SC[C@@H]1CS1. The molecular weight is 106.215 g/mol. As for the max |F|: 2.22 eV/A.

Each line ends with the Löwdin charge.
Atoms and positions in Å:
S  -2.067487  0.157989  -0.282435  0.727
C  -0.689941  -1.041180  -0.260856  -0.529
C  0.523427  -0.295499  0.258113  -0.840
C  0.851111  1.059505  -0.228035  -0.423
S  2.175097  -0.215338  -0.297471  0.816
H  -1.571733  0.552674  0.823324  -0.172
H  -0.901127  -1.669500  0.615853  0.071
H  -0.409802  -1.434432  -1.294687  0.110
H  0.520199  -0.269709  1.322415  0.079
H  1.093846  1.844846  0.551509  0.100
H  0.476412  1.310641  -1.207734  0.060

Atoms 1-6, force components in eV/Å:
-0.6436 -0.9163 -1.7473
1.2708 0.1028 -0.6732
-0.9847 1.0302 0.7834
1.4873 0.4391 0.7379
0.7683 -0.0356 -0.9058
0.1078 1.1852 1.8726

# 4
Here is a structure of composition C6H10N2O2S at a distorted geometry from OMol25. Energies are from ωB97M-V with the def2-TZVPD basis set.

As for the charge: 0. For the calculated total energy, the calculation gives -24288.80348 eV. The molecular weight is 174.225 g/mol. As for the max |F|: 5.32 eV/A.

Each line ends with the Löwdin charge.
Atoms and positions in Å:
C  -1.707618  2.552887  -0.658154  -0.150
C  -0.773370  2.406963  -1.818470  -0.231
C  -0.698762  -0.144119  -1.816318  -0.606
C  0.186398  -1.432061  -0.346005  -0.697
C  1.429662  -1.232333  1.595748  -0.219
C  1.620210  -2.164151  2.792546  -0.147
H  -2.749819  3.052816  -0.737185  0.082
H  -2.054596  1.499422  -0.102963  0.116
H  -1.003917  3.097639  0.217232  0.124
H  0.376004  2.555919  -1.642406  0.137
H  -1.073832  3.254924  -2.566910  0.137
H  2.649671  -1.047231  1.049768  0.193
H  0.703944  -0.235134  1.456617  0.156
H  0.585022  -3.032777  2.549535  0.185
H  2.743206  -2.610771  2.651605  0.099
H  1.712426  -1.603319  3.903942  0.119
N  -1.113781  -1.224183  -2.547746  -0.195
N  -0.035359  -0.099263  -0.638977  0.130
O  -0.894961  1.036659  -2.441560  -0.080
O  0.781349  -2.154527  0.521425  -0.163
S  -0.681877  -2.477359  -1.421722  1.010

Atoms 1-6, force components in eV/Å:
-0.4001 -0.8162 5.2385
1.1732 -0.3916 -1.4898
-1.0202 0.9042 -2.8316
-3.2125 0.8122 -3.6440
1.8897 1.1534 -3.2332
-0.0469 -0.9466 0.9849

Repeat the third record exactly.
Here is the molecule C3H6S2 at a distorted geometry from OMol25. Energies are from ωB97M-V with the def2-TZVPD basis set.

As for the charge: 0. For the calculated total energy, the calculation gives -24877.19831 eV. Its structure (SMILES) is SC[C@@H]1CS1. The molecular weight is 106.215 g/mol. As for the max |F|: 2.22 eV/A.

Each line ends with the Löwdin charge.
Atoms and positions in Å:
S  -2.067487  0.157989  -0.282435  0.727
C  -0.689941  -1.041180  -0.260856  -0.529
C  0.523427  -0.295499  0.258113  -0.840
C  0.851111  1.059505  -0.228035  -0.423
S  2.175097  -0.215338  -0.297471  0.816
H  -1.571733  0.552674  0.823324  -0.172
H  -0.901127  -1.669500  0.615853  0.071
H  -0.409802  -1.434432  -1.294687  0.110
H  0.520199  -0.269709  1.322415  0.079
H  1.093846  1.844846  0.551509  0.100
H  0.476412  1.310641  -1.207734  0.060

Atoms 1-6, force components in eV/Å:
-0.6436 -0.9163 -1.7473
1.2708 0.1028 -0.6732
-0.9847 1.0302 0.7834
1.4873 0.4391 0.7379
0.7683 -0.0356 -0.9058
0.1078 1.1852 1.8726